Record 1
# C22H36BO44S9

C22H36BO44S9 as an isolated structure at a distorted geometry (the ωB97M-V functional and the def2-TZVPD basis, the Open Molecules 2025 dataset).

HOMO energy (alpha / beta)	0.41 / -3.84	eV
LUMO energy (alpha / beta)	3.321 / 3.311	eV
F_max	7.70	eV/A
expectation value of S²	0.75
frontier orbital gap (alpha / beta)	2.91 / 7.15	eV

The geometry in ORCA input format:
```
! RIJCOSX wB97M-V def2-TZVPD def2/J DEFGRID3
* xyz -2 2
O 16.677 -9.991 14.230
C 16.231 -8.838 14.299
O 15.393 -8.337 15.054
B 14.907 -6.999 14.619
O 15.857 -6.717 13.547
C 16.743 -7.657 13.435
O 17.659 -7.668 12.646
O 14.946 -5.903 15.585
C 13.905 -5.208 15.540
O 13.644 -4.365 16.372
C 12.856 -5.972 14.702
O 13.466 -6.949 14.183
O 11.663 -5.720 14.574
C 10.775 -9.156 13.531
C 10.609 -10.668 13.223
O 9.579 -10.602 12.194
S 9.764 -9.301 11.148
O 8.556 -8.775 10.567
O 10.895 -9.644 10.291
O 10.323 -8.378 12.426
H 11.843 -8.954 13.623
H 10.331 -8.786 14.455
H 10.286 -11.281 14.064
H 11.438 -11.095 12.659
C 16.041 -2.103 14.266
C 16.648 -2.898 15.461
O 17.984 -3.072 15.007
S 18.565 -1.975 13.940
O 19.437 -2.629 12.973
O 19.113 -0.733 14.518
O 17.046 -1.758 13.332
H 15.485 -1.220 14.583
H 15.368 -2.782 13.742
H 16.192 -3.860 15.696
H 16.625 -2.383 16.422
C 17.076 -4.758 10.928
C 17.252 -3.518 10.033
O 18.142 -3.927 9.033
S 18.127 -5.576 8.680
O 19.392 -6.171 8.308
O 16.981 -5.936 7.832
O 17.779 -5.865 10.254
H 16.051 -5.117 10.847
H 17.311 -4.602 11.981
H 17.544 -2.559 10.459
H 16.288 -3.358 9.549
C 11.928 -2.653 18.894
C 13.423 -2.328 19.161
O 13.680 -2.708 20.554
S 12.258 -2.859 21.420
O 11.993 -1.823 22.438
O 12.263 -4.236 21.827
O 11.138 -2.628 20.197
H 11.789 -3.618 18.406
H 11.504 -1.860 18.278
H 13.623 -1.276 18.956
H 14.147 -3.000 18.699
C 14.804 -12.060 16.183
C 13.504 -11.669 15.379
O 12.438 -11.286 16.247
S 12.881 -11.364 17.837
O 12.331 -12.614 18.449
O 12.726 -10.012 18.445
O 14.449 -11.603 17.476
H 15.739 -11.561 15.926
H 15.028 -13.126 16.176
H 12.988 -12.528 14.949
H 13.814 -10.967 14.605
C 9.092 -4.920 12.685
C 8.710 -4.886 11.182
O 7.363 -4.562 11.173
S 7.048 -3.405 12.341
O 5.706 -3.615 12.808
O 7.456 -2.079 11.982
O 8.147 -4.197 13.426
H 10.027 -4.443 12.979
H 9.000 -5.956 13.011
H 8.788 -5.849 10.677
H 9.278 -4.129 10.642
C 18.046 -11.493 11.660
C 17.232 -12.431 10.904
O 17.189 -12.020 9.567
S 17.985 -10.592 9.320
O 16.976 -9.526 9.538
O 18.735 -10.631 8.126
O 18.828 -10.933 10.652
H 18.708 -11.840 12.453
H 17.375 -10.737 12.068
H 16.236 -12.447 11.348
H 17.717 -13.406 10.939
C 20.938 -4.989 14.611
C 20.306 -6.156 13.834
O 21.441 -7.018 13.510
S 22.724 -6.837 14.595
O 24.003 -6.907 13.859
O 22.538 -7.631 15.788
O 22.284 -5.264 14.939
H 20.322 -4.722 15.470
H 21.165 -4.152 13.951
H 20.204 -5.659 12.870
H 19.427 -6.743 14.101
C 10.236 -5.584 17.290
C 10.010 -5.792 18.808
O 10.389 -7.136 18.924
S 10.308 -8.000 17.500
O 9.425 -9.182 17.457
O 11.632 -8.167 16.908
O 9.712 -6.715 16.655
H 11.304 -5.595 17.076
H 9.901 -4.618 16.910
H 8.961 -5.857 19.100
H 10.487 -5.066 19.466
*
```

***

Record 2
# C22H36ClO10PS

A 3-piece molecular cluster, C22H36ClO10PS overall (the ωB97M-V functional and the def2-TZVPD basis, the Open Molecules 2025 dataset).

HOMO energy	-9.27	eV
LUMO energy	0.406	eV
F_max	0.70	eV/A
SMILES	CC[C@](S)(C[C@H](C)OCc1ccccc1)OC(=O)P(O)Cl.CCOC(=O)OC.CCOC(=O)OC
frontier orbital gap	9.68	eV

The geometry in ORCA input format:
```
! RIJCOSX wB97M-V def2-TZVPD def2/J DEFGRID3
* xyz 0 1
C 0.142 -1.309 -1.946
C 1.178 -0.186 -1.939
C 2.372 -0.277 -0.948
S 1.766 -1.260 0.452
C 2.811 1.144 -0.568
C 3.701 1.404 0.642
C 4.943 0.521 0.761
O 2.860 1.381 1.788
C 3.501 1.645 3.017
C 2.457 2.067 4.015
C 1.741 3.246 3.818
C 0.777 3.640 4.731
C 0.521 2.859 5.851
C 1.230 1.685 6.054
C 2.194 1.289 5.134
O 3.519 -0.841 -1.637
C 3.404 -2.085 -2.188
O 2.995 -2.251 -3.308
P 4.043 -3.703 -1.433
O 2.568 -4.284 -1.049
Cl 4.781 -3.119 0.405
H -0.579 -1.194 -1.137
H 0.580 -2.306 -1.940
H -0.431 -1.230 -2.873
H 1.644 -0.158 -2.926
H 0.672 0.765 -1.786
H 2.619 -0.959 1.435
H 3.317 1.567 -1.439
H 1.900 1.722 -0.410
H 4.069 2.435 0.532
H 5.730 1.048 1.303
H 5.331 0.303 -0.232
H 4.748 -0.417 1.276
H 4.021 0.759 3.399
H 4.252 2.439 2.907
H 1.956 3.843 2.940
H 0.229 4.557 4.562
H -0.226 3.177 6.567
H 1.035 1.074 6.925
H 2.749 0.372 5.294
H 2.397 -4.282 -0.099
C -5.032 -1.813 2.778
C -3.885 -2.300 3.636
O -2.609 -2.026 3.036
C -2.190 -0.763 3.141
O -2.764 0.126 3.715
O -1.027 -0.662 2.506
C -0.462 0.655 2.487
H -4.961 -2.235 1.775
H -5.982 -2.115 3.219
H -5.021 -0.727 2.693
H -3.914 -3.384 3.735
H -3.918 -1.865 4.634
H -0.382 1.061 3.494
H -1.073 1.316 1.872
H 0.525 0.560 2.048
C -5.401 -1.272 -7.273
C -5.544 -0.555 -5.949
O -4.314 -0.547 -5.205
C -3.405 0.333 -5.617
O -3.534 1.126 -6.512
O -2.318 0.191 -4.857
C -1.229 1.043 -5.217
H -5.019 -2.282 -7.119
H -6.370 -1.336 -7.768
H -4.712 -0.744 -7.931
H -6.249 -1.075 -5.305
H -5.893 0.468 -6.082
H -1.540 2.085 -5.251
H -0.820 0.747 -6.182
H -0.474 0.910 -4.447
*
```